[1]
Entry from the OMol25 dataset: a structure of composition C28H22LiO in a non-equilibrium geometry (ωB97M-V with the def2-TZVPD basis set).

Last column: natural (NBO) charge in e.
Cartesian coordinates (Å):
C 5.18 -2.01 2.70  -0.242
C 4.26 -2.40 1.72  -0.210
C 3.40 -1.46 1.14  -0.276
C 3.48 -0.14 1.58  0.311
O 2.56 0.84 1.15  -0.503
C 1.21 0.76 1.43  0.337
C 0.51 1.97 1.28  -0.432
C -0.79 2.05 1.80  -0.350
C -1.33 1.01 2.56  -0.060
C -2.61 1.05 3.43  -0.266
C -3.71 0.11 2.84  0.106
C -4.81 -0.24 3.63  -0.242
C -5.87 -0.97 3.10  -0.219
C -5.79 -1.49 1.80  -0.240
C -4.65 -1.23 1.04  -0.205
C -3.64 -0.41 1.54  -0.257
C -0.68 -0.22 2.52  -0.190
C 0.59 -0.37 1.95  -0.383
C 4.47 0.29 2.46  -0.245
C 5.29 -0.66 3.06  -0.203
H 5.82 -2.76 3.17  0.206
H 4.19 -3.44 1.40  0.207
H 2.67 -1.73 0.38  0.227
H 1.00 2.80 0.76  0.252
H -1.39 2.92 1.51  0.221
H -2.28 0.57 4.38  0.234
H -4.85 0.05 4.68  0.211
H -6.77 -1.14 3.70  0.204
H -6.61 -2.08 1.39  0.203
H -4.54 -1.66 0.03  0.205
H -2.78 -0.18 0.90  0.233
H -1.15 -1.11 2.96  0.207
H 1.07 -1.35 1.92  0.219
H 4.55 1.35 2.69  0.246
H 6.01 -0.34 3.80  0.211
C -3.24 3.06 6.12  -0.213
Li 0.71 3.31 3.04  -0.054
C -3.90 2.33 5.17  -0.226
C -3.19 2.40 3.79  -0.287
C -2.20 3.51 4.08  0.014
C -2.12 3.74 5.47  -0.103
C -1.21 4.70 5.93  -0.283
C -0.45 5.43 5.02  -0.196
C -0.76 5.38 3.65  -0.352
C -1.75 4.49 3.21  -0.299
H -3.48 3.25 7.17  0.209
H -4.80 1.74 5.34  0.196
H -3.87 2.68 2.97  0.224
H -1.13 4.85 7.01  0.198
H 0.29 6.14 5.37  0.212
H -0.32 6.10 2.95  0.234
H -2.19 4.58 2.21  0.210

E_HOMO ... 0.0 eV
Largest force on an atom ... 2.1 eV/A
Charge ... -1
Lowest unoccupied orbital energy ... 2.80 eV
Kohn-Sham gap ... 2.784 eV


[2]
Entry from the OMol25 dataset: a structure of composition C28H23BMoN3O8 (ωB97M-V with the def2-TZVPD basis set).

Last column: natural (NBO) charge in e.
Cartesian coordinates (Å):
Mo 0.45 -0.74 1.62  1.353
O 3.93 -2.21 3.22  -0.515
C 2.89 -1.64 3.11  0.752
O 2.17 -1.57 2.00  -0.672
C 2.19 -0.94 4.25  0.142
C 2.87 -0.79 5.47  -0.225
C 2.24 -0.11 6.47  -0.092
C 0.93 0.38 6.27  -0.087
C 0.22 1.08 7.28  -0.156
C -1.06 1.51 7.06  -0.194
C -1.68 1.25 5.82  -0.169
C -1.02 0.59 4.82  -0.225
C 0.31 0.15 5.02  0.166
N 0.98 -0.49 4.01  -0.504
H 3.86 -1.20 5.57  0.264
H 2.72 0.05 7.43  0.235
H 0.71 1.25 8.23  0.228
H -1.60 2.04 7.83  0.234
H -2.70 1.57 5.66  0.228
H -1.52 0.37 3.89  0.221
O 1.38 1.18 1.50  -0.578
C 0.85 2.29 1.41  0.491
C -0.56 2.56 1.36  -0.313
C -0.96 3.89 1.20  -0.038
C -2.30 4.18 1.11  -0.030
C -3.27 3.19 1.19  -0.109
C -2.89 1.87 1.37  -0.268
C -1.53 1.54 1.45  0.475
O -1.21 0.26 1.63  -0.684
N -2.72 5.58 0.93  0.532
O -3.89 5.78 0.72  -0.349
O -1.85 6.43 1.02  -0.358
H 1.52 3.16 1.35  0.181
H -0.23 4.69 1.13  0.255
H -4.31 3.46 1.11  0.268
H -3.62 1.08 1.44  0.244
N -1.00 -3.68 1.60  -0.529
C -0.51 -2.65 1.61  0.365
H -1.40 -4.61 1.59  0.481
C 1.81 -3.01 -6.49  -0.598
C 0.51 -2.20 -6.40  -0.081
C 0.45 -1.26 -7.60  -0.608
C -0.69 -3.16 -6.47  -0.594
C 0.46 -1.45 -5.07  0.023
C 0.22 -0.07 -5.00  -0.207
C 0.15 0.63 -3.80  -0.232
C 0.33 -0.11 -2.65  0.196
O 0.32 0.30 -1.33  -0.656
B 0.55 -0.85 -0.60  0.771
O 0.69 -1.96 -1.41  -0.653
C 0.56 -1.47 -2.70  0.280
C 0.63 -2.17 -3.88  -0.261
H 1.89 -3.48 -7.47  0.216
H 1.85 -3.80 -5.74  0.204
H 2.68 -2.37 -6.34  0.216
H 0.52 -1.84 -8.52  0.220
H 1.27 -0.54 -7.60  0.214
H -0.49 -0.70 -7.64  0.210
H -0.67 -3.72 -7.40  0.215
H -1.63 -2.60 -6.43  0.212
H -0.68 -3.87 -5.64  0.204
H 0.09 0.49 -5.91  0.227
H -0.02 1.69 -3.77  0.232
H 0.82 -3.23 -3.88  0.230

Multiplicity ... 3
E_HOMO (spin up / spin down) ... -11.0 / -11.0 eV
Largest force on an atom ... 0.7 eV/A
Charge ... +1
<S²> ... 2.017
Lowest unoccupied orbital energy (spin up / spin down) ... -4.92 / -5.05 eV
Kohn-Sham gap (spin up / spin down) ... 6.059 / 5.945 eV


[3]
Entry from the OMol25 dataset: a structure of composition C28H23BrN3O6Os (ωB97M-V with the def2-TZVPD basis set).

Last column: natural (NBO) charge in e.
Cartesian coordinates (Å):
Os 0.88 -1.34 -0.47  1.911
O -2.49 -3.08 1.56  -0.681
C -2.05 -3.04 2.85  0.401
C -2.81 -3.70 3.81  -0.285
C -2.42 -3.67 5.14  -0.160
C -1.27 -2.99 5.53  -0.244
C -0.52 -2.35 4.57  -0.157
C -0.89 -2.36 3.22  -0.207
C -0.08 -1.55 2.25  0.231
O 0.05 -2.21 0.98  -0.688
N -0.73 -0.30 2.00  -0.448
N -0.32 0.41 0.93  -0.231
C -0.76 1.59 0.76  0.000
C -0.45 2.42 -0.38  -0.119
Br 0.35 1.55 -1.87  0.096
C -0.73 3.73 -0.49  -0.156
C -1.26 4.60 0.56  -0.018
C -2.19 5.58 0.20  -0.205
C -2.73 6.42 1.16  -0.197
C -2.33 6.31 2.48  -0.185
C -1.37 5.38 2.84  -0.203
C -0.83 4.53 1.89  -0.229
H -1.79 -2.74 0.99  0.485
H -3.70 -4.23 3.49  0.233
H -3.02 -4.18 5.87  0.225
H -0.97 -2.98 6.56  0.226
H 0.39 -1.83 4.85  0.217
H 0.94 -1.41 2.63  0.202
H -1.50 0.02 2.57  0.403
H -1.44 2.03 1.49  0.212
H -0.57 4.20 -1.46  0.231
H -2.50 5.66 -0.83  0.219
H -3.46 7.16 0.87  0.227
H -2.74 6.98 3.23  0.226
H -1.02 5.32 3.87  0.225
H -0.04 3.84 2.17  0.216
O 4.44 -0.16 0.93  -0.500
C 3.50 -0.45 0.25  0.741
O 2.27 -0.64 0.72  -0.699
C 3.58 -0.61 -1.24  0.149
C 4.80 -0.44 -1.90  -0.227
C 4.82 -0.56 -3.26  -0.059
C 3.62 -0.80 -3.96  -0.118
C 3.60 -0.86 -5.38  -0.148
C 2.41 -1.03 -6.03  -0.189
C 1.21 -1.12 -5.31  -0.139
C 1.20 -1.08 -3.94  -0.247
C 2.42 -0.94 -3.24  0.252
N 2.44 -0.89 -1.86  -0.534
H 5.68 -0.22 -1.30  0.271
H 5.75 -0.45 -3.81  0.240
H 4.53 -0.77 -5.92  0.232
H 2.39 -1.07 -7.11  0.238
H 0.27 -1.22 -5.84  0.233
H 0.27 -1.14 -3.40  0.229
C -2.31 -3.15 -2.30  -0.729
C -1.27 -2.27 -1.69  0.796
O -1.49 -1.15 -1.22  -0.628
O -0.03 -2.70 -1.65  -0.709
H -3.19 -3.16 -1.65  0.266
H -1.93 -4.16 -2.44  0.251
H -2.61 -2.73 -3.26  0.257

Multiplicity ... 5
E_HOMO (spin up / spin down) ... -10.9 / -10.9 eV
Largest force on an atom ... 0.3 eV/A
Charge ... +1
<S²> ... 6.016
Lowest unoccupied orbital energy (spin up / spin down) ... -3.99 / -5.25 eV
Kohn-Sham gap (spin up / spin down) ... 6.882 / 5.635 eV


[4]
Entry from the OMol25 dataset: a structure of composition C28H23IIrN3O4S in a non-equilibrium geometry (ωB97M-V with the def2-TZVPD basis set).

Last column: natural (NBO) charge in e.
Cartesian coordinates (Å):
Ir -0.74 0.00 -0.42  1.168
O 0.93 0.82 0.37  -0.688
C 0.99 1.94 1.03  0.401
C 2.24 2.28 1.61  -0.238
C 2.39 3.43 2.34  -0.142
C 1.32 4.31 2.55  -0.260
C 0.11 4.03 1.98  -0.124
C -0.10 2.86 1.22  -0.278
C -1.38 2.69 0.62  0.204
N -1.73 1.69 -0.10  -0.447
C -3.03 1.62 -0.80  -0.236
C -3.55 0.18 -0.72  -0.243
N -2.45 -0.69 -1.20  -0.450
C -2.61 -1.69 -1.99  0.193
C -1.53 -2.53 -2.44  -0.293
C -1.85 -3.47 -3.44  -0.123
C -0.89 -4.28 -3.99  -0.260
C 0.43 -4.17 -3.53  -0.134
C 0.77 -3.29 -2.54  -0.289
C -0.19 -2.44 -1.95  0.468
O 0.22 -1.68 -0.97  -0.690
H 3.06 1.59 1.46  0.230
H 3.36 3.65 2.78  0.231
H 1.46 5.21 3.14  0.234
H -0.73 4.71 2.12  0.218
H -2.11 3.49 0.78  0.205
H -2.85 1.88 -1.85  0.212
H -3.74 2.33 -0.38  0.225
H -4.46 0.02 -1.31  0.224
H -3.74 -0.08 0.32  0.228
H -3.61 -1.90 -2.36  0.207
H -2.88 -3.53 -3.79  0.216
H -1.15 -4.99 -4.76  0.231
H 1.19 -4.80 -3.97  0.228
H 1.79 -3.22 -2.18  0.234
O 3.34 -1.98 6.21  -0.651
C 2.55 -0.92 5.98  0.759
O 2.64 0.06 6.66  -0.544
C 1.57 -1.02 4.84  -0.091
C 1.24 -2.20 4.19  -0.197
C 0.33 -2.19 3.14  -0.204
C -0.26 -1.00 2.74  -0.197
S -1.46 -1.07 1.45  0.220
C 0.04 0.18 3.42  -0.209
C 0.94 0.17 4.46  -0.169
H 3.20 -2.68 5.55  0.482
H 1.67 -3.15 4.48  0.209
H 0.09 -3.12 2.63  0.233
H -0.47 1.10 3.16  0.225
H 1.18 1.07 5.00  0.252
I -0.52 -0.53 -6.37  0.230
C 0.24 0.41 -4.68  -0.194
C 1.40 1.16 -4.71  -0.158
C 1.84 1.75 -3.54  -0.218
C 1.13 1.55 -2.37  0.065
N 0.00 0.81 -2.33  -0.475
C -0.44 0.28 -3.48  0.020
H 1.96 1.28 -5.63  0.247
H 2.73 2.35 -3.52  0.245
H 1.46 1.97 -1.44  0.236
H -1.37 -0.26 -3.44  0.222

Multiplicity ... 2
E_HOMO (spin up / spin down) ... -10.9 / -10.7 eV
Largest force on an atom ... 1.0 eV/A
Charge ... +1
<S²> ... 0.757
Lowest unoccupied orbital energy (spin up / spin down) ... -3.02 / -5.56 eV
Kohn-Sham gap (spin up / spin down) ... 7.843 / 5.138 eV